Below is C37H32BN6O2SV as an isolated structure, with properties calculated with ωB97M-V/def2-TZVPD.

The total energy comes out at -3275.4529 a.u. The LUMO energy (spin up / spin down) is 0.3 / 0.4 eV. The calculation puts the energy above the lowest of the compared OMol25 structures with the same formula, charge and spin at 0.00 kcal per mole. As for the max |F|: 4.5 eV Å⁻¹. The molar mass comes out at 686.5 g mol⁻¹. The spin multiplicity is 3. The expectation value of S² is 2.0128.

Structure (XYZ):
```
80
Properties=species:S:1:pos:R:3:forces:R:3:mulliken_spin:R:1
V -0.1370 0.1610 -0.1049 0.4614 0.0039 3.6690 2.047
C -2.0906 0.0706 5.0090 -0.0472 0.0028 -0.0981 -0.001
C -0.9935 -0.0050 4.0017 0.1025 -0.0362 -0.0361 0.011
C 0.3534 -0.1947 4.2077 0.1102 -0.1193 -0.1655 0.006
C 0.9299 -0.2783 2.9310 -0.3740 0.1533 0.2850 -0.021
N -0.0158 -0.0729 1.9930 0.4295 -0.3975 1.2758 -0.100
N -1.1901 0.0535 2.6740 -0.1648 0.2199 0.2670 -0.002
B -2.5303 0.1564 1.9326 0.2203 -0.0160 -0.2758 0.018
N -2.6012 -1.0654 0.9872 -0.2729 -0.0550 0.1242 -0.031
N -1.5643 -1.2493 0.1477 -0.2522 -0.9577 -0.2421 -0.023
C -1.7466 -2.4142 -0.4856 -0.4625 -0.0591 0.2513 0.023
C -2.9630 -2.9662 -0.0612 0.0978 -0.0168 -0.0782 0.005
C -3.4640 -2.0906 0.8876 0.1294 -0.0166 -0.1145 0.006
C -4.6923 -2.2192 1.7215 0.0226 0.0812 0.0375 0.000
C -0.7385 -2.9993 -1.3744 0.1953 -0.0273 -0.0364 -0.021
C -1.1066 -3.7723 -2.4710 -0.0482 0.1041 0.0050 -0.002
C -0.1368 -4.3198 -3.2943 -0.0145 -0.0533 -0.0455 0.001
C 1.2093 -4.1239 -3.0230 0.0034 0.0243 0.0105 0.002
C 1.5866 -3.3867 -1.9107 0.1077 0.0244 -0.0388 0.013
C 0.6180 -2.8335 -1.0931 -0.1902 0.1081 0.0866 0.080
N -2.5033 1.4249 1.0706 -0.2482 0.2150 0.3207 -0.012
N -1.4964 1.6378 0.1905 -0.3441 0.7248 -0.4522 -0.034
C -1.7934 2.7654 -0.4821 -0.4325 0.0521 0.2506 0.012
C -2.9982 3.2826 0.0178 0.1285 0.0143 -0.0395 0.002
C -3.4121 2.4110 1.0006 0.0222 -0.0249 -0.1674 0.022
C -4.6391 2.4789 1.8453 0.0981 -0.0922 0.0413 -0.001
C -1.0630 3.3719 -1.6094 0.1626 -0.0175 -0.1072 0.035
C -1.8119 3.8886 -2.6692 -0.0289 -0.1020 0.0273 -0.001
C -1.1899 4.5056 -3.7408 0.0001 0.0383 -0.0394 -0.001
C 0.1930 4.6127 -3.7763 -0.0269 -0.0130 0.0058 0.003
C 0.9424 4.1124 -2.7232 0.0937 0.0084 0.0013 -0.002
C 0.3205 3.5092 -1.6412 -0.0768 0.0441 0.0685 0.005
C 2.3478 -0.6513 2.7699 0.1744 0.0412 -0.1488 0.027
C 3.3101 0.0617 3.4792 -0.0018 0.0584 -0.0601 -0.002
C 4.6429 -0.3197 3.4426 0.0212 -0.0009 0.0123 0.000
C 5.0278 -1.4307 2.7088 -0.0266 -0.0549 -0.0156 0.000
C 4.0696 -2.1609 2.0182 0.0778 -0.0411 -0.0752 0.003
C 2.7417 -1.7773 2.0516 -0.1564 0.1174 0.0095 0.008
H -1.6718 -0.0609 6.0039 -0.0115 0.0077 0.0153 0.000
H -2.8289 -0.7130 4.8345 -0.0092 0.0195 0.0562 0.001
H -2.6087 1.0295 4.9726 0.0067 -0.0009 0.0006 0.001
H 0.8685 -0.3289 5.1431 -0.0349 -0.0147 0.0230 0.000
H -3.4543 0.1786 2.6791 -0.0502 -0.0357 0.0775 -0.001
H -3.4035 -3.8956 -0.3799 0.0299 -0.0227 0.0470 0.000
H -5.1857 -3.1602 1.4900 -0.0321 0.0100 0.0020 0.000
H -5.3932 -1.4037 1.5405 0.0064 -0.0026 -0.0131 0.000
H -4.4425 -2.2138 2.7833 -0.0216 0.0009 -0.0040 0.000
H -2.1562 -3.9209 -2.6917 0.0017 0.0323 -0.0307 0.000
H -0.4353 -4.8978 -4.1593 0.0047 0.0063 0.0022 0.000
H 1.9646 -4.5416 -3.6751 -0.0110 -0.0236 -0.0046 0.000
H 2.6350 -3.2464 -1.6782 -0.0157 0.0461 -0.0094 0.001
H 0.9091 -2.2871 -0.2006 0.0547 0.0022 -0.0318 -0.039
H -3.4909 4.1894 -0.2877 0.0319 0.0131 -0.0164 0.001
H -5.1822 3.3905 1.6077 -0.0370 -0.0071 0.0079 0.000
H -4.3899 2.4890 2.9068 -0.0266 -0.0018 -0.0037 0.001
H -5.2898 1.6231 1.6620 -0.0292 0.0293 0.0205 0.001
H -2.8898 3.7857 -2.6611 0.0015 -0.0095 0.0064 0.000
H -1.7864 4.9032 -4.5520 -0.0019 -0.0329 -0.0054 0.000
H 0.6802 5.0881 -4.6178 0.0079 -0.0080 0.0039 0.000
H 2.0222 4.1977 -2.7339 -0.0162 -0.0016 0.0053 0.000
H 0.9099 3.1621 -0.8084 0.0792 -0.1060 0.0435 0.011
H 3.0119 0.9384 4.0406 -0.0025 -0.0056 0.0082 0.000
H 5.3819 0.2497 3.9919 -0.0118 0.0163 -0.0113 0.000
H 6.0644 -1.7411 2.6811 0.0059 0.0388 0.0073 0.000
H 4.3612 -3.0364 1.4514 -0.0099 0.0054 0.0114 0.000
H 1.9975 -2.3571 1.5239 -0.0227 -0.0486 0.0196 -0.003
O 0.2198 -0.5631 -3.8278 -0.0689 0.1073 0.2696 0.029
C 0.7191 -0.0870 -2.8335 0.6247 -0.0962 -0.8606 -0.017
O 0.0273 0.2475 -1.7699 -0.4156 0.1622 -4.4497 -0.046
C 2.1838 0.1884 -2.7146 0.0772 0.0718 0.1586 0.024
C 2.9389 0.0162 -3.8768 -0.0380 -0.0178 0.0471 0.004
C 4.3027 0.2178 -3.8816 -0.0006 -0.0506 -0.0859 0.001
C 4.9402 0.5716 -2.6960 0.0146 0.0252 0.0346 0.000
C 4.2095 0.7489 -1.5388 -0.0982 0.0038 -0.0178 0.002
C 2.8146 0.5895 -1.5223 -0.0380 -0.0177 -0.2845 -0.008
S 2.0465 0.9448 0.0202 0.4858 -0.0576 0.4634 -0.039
H 2.4096 -0.2849 -4.7711 0.0145 0.0003 -0.0038 0.000
H 4.8650 0.0889 -4.7973 0.0298 -0.0011 0.0277 0.000
H 6.0140 0.7128 -2.6755 -0.0038 -0.0040 -0.0010 0.000
H 4.6968 1.0153 -0.6091 0.0395 0.0331 -0.0376 0.000
```
Positions in Å, forces in eV/Å.